DFT (ωB97M-V/def2-TZVPD) results for a structure of composition C2H5N3OS2 at a distorted geometry.

Calculated values
Frontier orbital gap   8.48 eV
Highest occupied orbital energy   -0.3038 Eh
Total charge   0
ΔE to the lowest compared entry with this formula, charge and spin   239.0 kJ/mol

Element x y z (Å)
C (0.25888, -0.15617, -0.01706)
C (-0.06952, 2.07290, -0.52024)
H (-1.70753, 1.32728, -0.36056)
H (-0.99949, -1.66920, 0.44119)
H (2.13380, -0.61640, 0.93198)
H (1.50509, -3.01952, 0.20262)
H (0.51380, 2.94497, -1.04921)
N (-0.94091, -0.79451, -0.26849)
N (1.06033, -0.82438, 0.88808)
N (0.81069, 0.97631, -0.35505)
O (-1.16250, 2.24570, 0.00939)
S (-2.22006, 0.00151, -1.17526)
S (0.81741, -2.48848, 1.27261)

---

DFT (ωB97M-V/def2-TZVPD) results for a cluster of 2 separate species, C3H7NO3P in total at a distorted geometry.

Calculated values
Frontier orbital gap   6.29 eV
Highest occupied orbital energy   -0.0926 Eh
Total charge   -1
ΔE to the lowest compared entry with this formula, charge and spin   330.5 kJ/mol

Element x y z (Å)
C (1.07029, -1.64801, 1.98688)
C (-1.01412, 1.12786, -1.70091)
C (-0.93231, 2.26139, -0.64656)
N (0.65145, -1.23371, -0.78126)
O (1.19781, -1.14467, 3.28221)
O (1.71109, -2.65935, 1.78384)
O (-0.92165, 3.45055, -0.81485)
P (0.25879, -0.61356, 0.80848)
H (-0.00619, 0.64181, -1.73685)
H (-1.26967, 1.53295, -2.61983)
H (-1.87892, 0.57371, -1.39212)
H (-0.68970, 1.93280, 0.33543)
H (1.51038, -1.74669, -0.67885)
H (-0.05114, -1.81068, -1.15379)
H (0.36388, -0.66440, 3.32819)

---

DFT (ωB97M-V/def2-TZVPD) results for the molecule C3H7NO2.

Calculated values
Frontier orbital gap   10.27 eV
Highest occupied orbital energy   -0.3405 Eh
Total charge   0
ΔE to the lowest compared entry with this formula, charge and spin   214.3 kJ/mol

Element x y z (Å)
C (-1.82176, 0.56792, -0.27556)
C (-0.73662, -0.09757, 0.53892)
O (-0.81825, -1.46959, 0.45194)
C (1.41784, -0.53542, -0.29403)
O (0.54232, 0.40258, 0.02887)
N (2.52858, 0.04650, -0.73498)
H (-1.73390, 1.65676, -0.22302)
H (-2.80264, 0.26512, 0.10046)
H (-1.73065, 0.24324, -1.31624)
H (-0.75666, 0.23953, 1.58578)
H (0.09466, -1.75444, 0.20051)
H (3.29436, -0.53070, -1.03929)
H (2.63824, 1.05509, -0.78900)

---

DFT (ωB97M-V/def2-TZVPD) results for a cluster of 2 separate species, C4H10N2O2 in total at a distorted geometry.

Calculated values
Frontier orbital gap (spin up / spin down)   8.25 / 8.25 eV
Structure (SMILES)   CC(C)=CN=O.NO
Highest occupied orbital energy (spin up / spin down)   -0.2992 / -0.2991 Eh
Total charge   0
ΔE to the lowest compared entry with this formula, charge and spin   721.1 kJ/mol

Element x y z (Å)
C (0.52707, 0.05324, -0.17899)
C (0.18098, 1.40010, -0.57047)
C (0.63281, -0.39322, 1.24770)
C (1.43392, -0.68284, -1.12295)
N (-2.27640, -0.66890, 0.23859)
O (-1.22774, -0.60911, -0.74285)
N (-0.42227, 2.33868, 0.22246)
O (-1.16425, 1.95959, 1.14663)
H (-2.10330, 0.11556, 0.87401)
H (-2.11629, -1.53848, 0.74137)
H (0.76678, 1.86235, -1.35565)
H (-1.25492, 0.36789, -1.24258)
H (0.06346, 0.22605, 1.93402)
H (1.27463, -0.37157, -2.15432)
H (1.68346, -0.39155, 1.54229)
H (0.27436, -1.42154, 1.33233)
H (2.47805, -0.49171, -0.86567)
H (1.24963, -1.75455, -1.04593)

---

Please write out number 4 again, unchanged.
DFT (ωB97M-V/def2-TZVPD) results for a cluster of 2 separate species, C4H10N2O2 in total at a distorted geometry.

Calculated values
Frontier orbital gap (spin up / spin down)   8.25 / 8.25 eV
Structure (SMILES)   CC(C)=CN=O.NO
Highest occupied orbital energy (spin up / spin down)   -0.2992 / -0.2991 Eh
Total charge   0
ΔE to the lowest compared entry with this formula, charge and spin   721.1 kJ/mol

Element x y z (Å)
C (0.52707, 0.05324, -0.17899)
C (0.18098, 1.40010, -0.57047)
C (0.63281, -0.39322, 1.24770)
C (1.43392, -0.68284, -1.12295)
N (-2.27640, -0.66890, 0.23859)
O (-1.22774, -0.60911, -0.74285)
N (-0.42227, 2.33868, 0.22246)
O (-1.16425, 1.95959, 1.14663)
H (-2.10330, 0.11556, 0.87401)
H (-2.11629, -1.53848, 0.74137)
H (0.76678, 1.86235, -1.35565)
H (-1.25492, 0.36789, -1.24258)
H (0.06346, 0.22605, 1.93402)
H (1.27463, -0.37157, -2.15432)
H (1.68346, -0.39155, 1.54229)
H (0.27436, -1.42154, 1.33233)
H (2.47805, -0.49171, -0.86567)
H (1.24963, -1.75455, -1.04593)